# C23H52LaO4P4

A structure of composition C23H52LaO4P4 (ωB97M-V/def2-TZVPD, the Open Molecules 2025 dataset).

```
84
Properties=species:S:1:pos:R:3
La -0.0959 0.0110 -0.2081
P 2.2509 0.9347 1.3582
P -0.4708 2.7380 -1.0964
P 2.4610 -0.4354 -1.5574
H -1.1368 -3.4064 0.2230
C -0.0683 -3.5163 0.0323
C 0.8496 -3.2607 0.9847
H 0.5815 -2.8132 1.9485
C 2.1775 1.3210 3.1540
C 2.9722 2.5032 0.7400
C 3.7132 -0.1862 1.3726
C -1.8315 2.2092 -2.2117
C -1.2707 4.2141 -0.3898
C 0.5835 3.4831 -2.3835
C 3.2541 -2.0805 -1.3740
C 3.7391 0.6158 -2.2946
C 1.5651 -0.8320 -3.0898
H 0.1804 -3.7862 -0.9953
H 1.9134 -3.4868 0.8991
H 1.7541 0.4561 3.6897
H 1.5273 2.1918 3.3250
H 3.1973 1.5426 3.5128
H 2.2124 3.2980 0.8076
H 3.2924 2.4081 -0.3081
H 3.8430 2.7735 1.3593
H 3.3878 -1.1938 1.6706
H 4.4520 0.1934 2.0918
H 4.1858 -0.2369 0.3806
H -2.0780 3.1068 -2.8018
H -2.7206 1.8860 -1.6456
H -1.5464 1.4130 -2.9248
H -1.7555 4.8271 -1.1633
H -0.5299 4.8218 0.1446
H -2.0318 3.9111 0.3407
H 0.0774 4.3410 -2.8398
H 0.7950 2.7514 -3.1697
H 1.5368 3.8119 -1.9592
H 3.6034 -2.3880 -2.3692
H 2.5175 -2.8014 -0.9929
H 4.0945 -2.0420 -0.6746
H 4.0567 0.1445 -3.2344
H 4.6011 0.7334 -1.6290
H 3.3255 1.6082 -2.5187
H 2.2896 -1.1470 -3.8519
H 0.9979 0.0372 -3.4467
H 0.8837 -1.6648 -2.8862
C -1.4137 -1.8524 -4.6763
C -2.5551 -1.3335 -5.3102
C -3.0235 -2.0006 -6.4579
C -2.3021 -3.0659 -7.0018
C -1.0383 -3.4118 -6.4752
C -0.5704 -2.7678 -5.3228
O -1.1690 -1.5901 -3.3314
H -1.8547 -0.9937 -2.9735
H -3.0653 -0.4347 -4.9354
H -3.9588 -1.6988 -6.9359
H -2.6866 -3.6188 -7.8715
H -0.4167 -4.1852 -6.9444
H 0.4058 -2.9858 -4.8832
C -2.5130 -2.8811 3.0242
C -3.1988 -1.6838 2.4311
O -2.6221 -0.4055 2.8076
P -1.0516 0.0651 2.5619
O -0.2322 -0.9026 3.6523
C -0.4680 -1.1473 5.1242
C -0.3675 0.1042 5.9389
O -1.0780 1.4922 3.4133
C -2.1393 2.4791 3.2412
C -2.0838 3.3733 4.4502
H -1.4615 -2.9405 2.7458
H -3.0020 -3.7764 2.6450
H -2.5928 -2.9026 4.1121
H -3.2051 -1.7732 1.3343
H -4.2398 -1.6573 2.7724
H -1.4343 -1.6606 5.2246
H 0.3272 -1.8536 5.3777
H -1.1851 0.7870 5.6860
H -0.4587 -0.1592 6.9947
H 0.6090 0.5837 5.8044
H -1.9553 3.0381 2.3106
H -3.1037 1.9566 3.1776
H -1.0789 3.7935 4.5792
H -2.8018 4.1900 4.3387
H -2.3512 2.8106 5.3526
```

As for the spin multiplicity: 1. The LUMO energy is -10.3 eV. The net charge is +3. The value obtained for the energy is -70874.909 eV. For the HOMO-LUMO gap, the calculation gives 0.17626 hartree. For the molecular weight, the calculation gives 655.5 g mol⁻¹. Its HOMO energy is -0.556 hartree.

Löwdin atomic charge list, values in e, 4 entries:
1 La 1.39
2 P 0.66
3 P 0.65
4 P 0.66

***

# C27H44N3OP3Yb

A structure of composition C27H44N3OP3Yb (ωB97M-V/def2-TZVPD, the Open Molecules 2025 dataset).

```
79
Properties=species:S:1:pos:R:3
Yb 0.4742 -0.5936 0.4076
P 0.9888 2.2076 -0.6156
P -2.1224 0.7691 1.2776
P -1.9080 0.1574 -3.6048
H 3.7736 -5.9735 -4.1998
C 3.4293 -5.2803 -4.9761
C 4.0059 -4.0851 -5.1759
H 4.8894 -3.7471 -4.6145
C 2.6622 2.8369 -0.1397
C -0.0358 3.6183 -0.0492
C 1.0093 2.4722 -2.4337
C -3.0649 -0.8159 1.1083
C -2.3438 1.2781 3.0299
C -3.3532 1.9159 0.5243
C -1.4218 -0.1540 -5.2974
C -2.6160 1.7802 -3.3307
C -3.0078 -1.1154 -2.9729
H 2.5944 -5.6013 -5.6077
H 3.6266 -3.4163 -5.9635
H 3.4203 2.1325 -0.5254
H 2.7515 2.8882 0.9591
H 2.8124 3.8420 -0.5680
H -0.1887 3.5198 1.0356
H -1.0168 3.5932 -0.5429
H 0.4675 4.5704 -0.2646
H 1.3576 1.5468 -2.9167
H 1.6914 3.2926 -2.6910
H 0.0077 2.6947 -2.8278
H -4.1144 -0.7065 1.4188
H -2.5963 -1.6081 1.7200
H -3.0376 -1.1358 0.0506
H -3.1835 1.9743 3.1658
H -1.4177 1.7853 3.3493
H -2.4890 0.4023 3.6787
H -4.3797 1.5226 0.6216
H -3.0975 2.0213 -0.5377
H -3.3180 2.9030 1.0090
H -2.0637 0.4164 -5.9857
H -1.4995 -1.2315 -5.5013
H -0.3697 0.1377 -5.4396
H -2.6895 2.3086 -4.2905
H -2.0467 2.4105 -2.6323
H -3.6263 1.6280 -2.9247
H -3.5656 -1.5320 -3.8284
H -3.7132 -0.6590 -2.2561
H -2.4483 -1.9279 -2.4697
C 1.0757 -2.0242 -2.5511
C 0.4320 -3.2981 -2.5412
C 0.2215 -3.9746 -3.7336
C 0.6370 -3.3945 -4.9374
C 1.5079 -2.3025 -4.9168
C 1.7963 -1.6617 -3.7202
O 0.9058 -1.2006 -1.5648
H -0.7056 -0.0223 -2.8881
H 0.0344 -3.6505 -1.5861
H -0.2774 -4.9448 -3.7144
H 0.4234 -3.8840 -5.8860
H 1.9925 -1.9812 -5.8434
H 2.5140 -0.8474 -3.6399
N -1.1864 1.3883 10.6690
C -0.7201 1.1825 9.6174
C -0.1014 0.8456 8.3624
C 1.1407 1.4350 8.0453
C 1.7547 1.1355 6.8255
C 1.0846 0.3404 5.8927
C -0.1469 -0.2522 6.2170
C -0.7016 -0.0584 7.4825
N 1.5790 0.2105 4.5649
C 2.8945 0.4643 4.1459
C 2.8992 0.3836 2.7861
N 1.6458 -0.0338 2.3660
C 0.8614 -0.0979 3.4496
H 1.6299 2.1292 8.7379
H 2.7091 1.5934 6.5585
H -0.6794 -0.8417 5.4864
H -1.6116 -0.5803 7.7502
H 3.7067 0.6127 4.8176
H 3.6829 0.6206 2.0750
H -0.2253 -0.3334 3.5006
```

As for the spin multiplicity: 2. The LUMO energy (alpha / beta) is -9.5 / -10.9 eV. The expectation value of S² is 0.7528. The net charge is +3. The value obtained for the energy is -94601.158 eV. For the HOMO-LUMO gap (alpha / beta), the calculation gives 0.20211 / 0.14989 hartree. The value obtained for the energy above the lowest of the compared OMol25 structures with the same formula, charge and spin is 6.9 kcal/mol. For the molecular weight, the calculation gives 692.6 g mol⁻¹. Its HOMO energy (alpha / beta) is -0.552 / -0.551 hartree.

Löwdin atomic charge list, values in e, 4 entries:
1 Yb 1.62
2 P 0.73
3 P 0.73
4 P 0.91

***

# C11H8IOP

The molecule C11H8IOP (ωB97M-V/def2-TZVPD, the Open Molecules 2025 dataset).

```
22
Properties=species:S:1:pos:R:3
C 1.3522 -2.6611 0.6225
C 1.2917 -3.1093 -0.6227
C 0.5119 -1.4780 1.0376
C 0.6277 -2.4845 -1.6881
C -0.2159 -0.7859 -0.1316
C -0.2364 -1.4836 -1.3733
C -1.1153 3.5273 0.2344
C 0.1736 3.1192 0.7548
C -2.1308 2.6979 -0.0731
C -0.7914 0.3651 0.1620
C 1.0513 2.1865 0.5888
O 1.9471 1.4965 0.7130
P -2.3294 0.9754 0.1328
I -1.6192 -0.9504 -2.9541
H 1.7343 -3.3190 1.4093
H 1.9738 -3.8550 -0.9177
H -0.2341 -1.9241 1.7139
H 0.5519 -2.9559 -2.7194
H -1.4590 4.5719 0.4320
H 0.8470 3.7114 1.3504
H -3.1269 3.2803 -0.3237
H 1.1961 -0.9246 1.6521
```

As for the spin multiplicity: 1. The LUMO energy is -0.6 eV. The value obtained for the energy is -30967.759 eV. For the HOMO-LUMO gap, the calculation gives 0.26542 hartree. For the molecular weight, the calculation gives 314.1 g mol⁻¹. Its HOMO energy is -0.289 hartree.

Löwdin atomic charge list, values in e, 4 entries:
1 C -0.07
2 C -0.14
3 C -0.11
4 C -0.16

***

# C19H38Cl2N3O9PS

A cluster of 2 separate species, C19H38Cl2N3O9PS in total (ωB97M-V/def2-TZVPD, the Open Molecules 2025 dataset).

```
73
Properties=species:S:1:pos:R:3
C -2.6564 -4.8851 -0.0384
C -3.1341 -3.7447 -0.9531
C -2.2000 -2.5093 -0.8105
C -0.8033 -2.9067 -1.2614
C 0.1242 -1.7264 -1.7266
N -0.1073 -0.4648 -1.1043
C -0.8675 0.4991 -1.8389
C -0.0611 1.1996 -2.9871
C -0.7636 2.5497 -3.2520
O -0.0955 0.4591 -4.1938
C 0.3904 -0.1759 0.2122
N 1.0979 -1.2680 0.8551
C 0.6714 -1.5141 2.1987
O -0.5769 -2.1718 2.2106
C -1.2034 -2.0199 3.4799
C -2.1974 -3.1367 3.7317
C 2.5461 -1.1983 0.8154
S 3.2561 -0.1884 -0.4711
O 2.9052 -0.6103 -1.7901
O 4.6729 -0.3021 -0.2143
N 0.1288 1.0302 0.9164
C 0.6602 2.3007 0.3771
C 1.7850 3.0428 1.1643
C 2.6892 2.1901 2.0325
O 3.0681 2.9366 3.2171
C -1.1003 1.1199 1.5623
Cl -2.5860 0.5234 0.8126
C -1.2417 1.6111 2.7787
C -0.1388 2.1188 3.6361
Cl -2.8287 1.7024 3.5517
H -3.4791 -5.5746 0.1372
H -2.2828 -4.4681 0.8948
H -1.8332 -5.4149 -0.5000
H -4.1778 -3.4800 -0.8037
H -2.9909 -4.0852 -1.9789
H -2.6500 -1.7278 -1.4101
H -2.1702 -2.2927 0.2482
H -0.7932 -3.7044 -2.0093
H -0.3030 -3.3099 -0.3813
H 1.1339 -2.0877 -1.5486
H -0.0002 -1.6472 -2.8006
H -1.7329 0.0619 -2.3519
H -1.2337 1.3035 -1.2183
H 0.9677 1.3719 -2.7030
H -0.1726 3.2221 -3.8785
H -1.0734 3.0469 -2.3348
H -1.6700 2.3467 -3.8263
H -1.0062 0.4538 -4.5160
H 0.6313 -0.6033 2.8151
H 1.4034 -2.1713 2.6965
H -1.6480 -1.0252 3.5250
H -0.4263 -2.0822 4.2482
H -1.9638 -4.0252 3.1600
H -3.2130 -2.8099 3.5428
H -2.1334 -3.4239 4.7786
H 2.9968 -0.8736 1.7593
H 2.9603 -2.2009 0.6441
H 2.9549 1.1259 -0.3387
H 1.0082 2.1447 -0.6376
H -0.1676 3.0069 0.2982
H 1.3866 3.8820 1.7147
H 2.4258 3.4942 0.4068
H 2.2071 1.2720 2.3489
H 3.6140 1.9354 1.5193
H 2.9691 2.3241 3.9564
H 0.6311 1.3556 3.6851
H 0.2410 3.0907 3.3528
H -0.5186 2.2218 4.6476
O 1.7925 6.2840 -6.8048
P 1.7342 4.9777 -6.0113
O 2.2498 5.1838 -4.5860
O 2.6166 3.9424 -6.7089
O 0.2820 4.4985 -5.9421
```

As for the spin multiplicity: 1. The LUMO energy is 2.3 eV. The net charge is -2. The value obtained for the energy is -88379.216 eV. For the HOMO-LUMO gap, the calculation gives 0.06755 hartree. For the molecular weight, the calculation gives 586.5 g mol⁻¹. Its HOMO energy is 0.016 hartree.

Löwdin atomic charge list, values in e, 4 entries:
1 C -0.11
2 C -0.26
3 C -0.23
4 C -0.17